[1]
51
Properties=species:S:1:pos:R:3:forces:R:3 method="wB97M-V/def2-TZVPD" multiplicity=5 total_charge=0 orbital_gap_ev="7.33 / 7.32" homo_energy_ev="-7.782 / -7.749"
Ho 0.117 -0.023 0.119 -0.1403 -2.2299 0.3410
N 2.704 -0.079 0.294 -0.2210 0.4354 0.0468
C 3.149 1.312 -0.019 -0.1459 -0.0817 0.0817
C 2.087 2.324 0.414 0.0350 0.0444 -0.3229
C 1.032 2.541 -0.685 0.0525 -0.1983 -0.1890
O 0.694 3.651 -1.000 -0.1211 0.0803 -0.1013
O 0.582 1.414 -1.241 0.5013 1.6686 -0.8229
H 2.970 -0.305 1.247 -0.0005 -0.0474 0.0204
H 3.195 -0.738 -0.299 -0.0742 -0.0887 -0.0058
H 3.288 1.383 -1.095 0.0672 -0.0511 -0.0423
H 4.099 1.544 0.459 0.0762 -0.0772 0.0497
H 2.514 3.306 0.594 0.1051 -0.0056 0.1510
H 1.630 1.989 1.358 -0.0600 0.1514 -0.0484
O -4.279 -0.026 4.286 0.0720 -0.0038 -0.1266
C -4.855 -0.302 3.129 0.1275 -0.0543 -0.0094
O -5.986 -0.703 3.062 -0.0578 0.0450 -0.0154
C -4.038 -0.107 1.875 0.1007 -0.0388 0.1935
C -4.546 -0.246 0.596 -0.1689 -0.0042 -0.1783
Cl -6.134 -0.661 0.178 -0.0034 -0.0471 0.0368
N -3.554 -0.035 -0.306 0.0332 -0.0632 -0.3958
N -2.396 0.191 0.349 0.0919 0.2144 0.2007
C -2.676 0.174 1.649 0.0139 0.0205 0.0838
C -1.549 0.455 2.618 0.2506 -0.0722 -0.2055
O -1.770 0.546 3.810 -0.1251 0.0254 0.1998
O -0.380 0.576 2.072 -0.5079 0.1736 0.7699
C -3.574 0.073 -1.759 -0.1084 -0.0174 0.2980
C -4.755 0.157 -2.487 -0.0521 0.0383 -0.0366
C -4.704 0.283 -3.869 0.0071 -0.0084 0.0213
C -3.493 0.345 -4.538 -0.0117 0.0145 -0.0024
C -2.320 0.286 -3.805 0.0285 -0.0040 -0.0786
C -2.368 0.147 -2.431 -0.0050 0.0506 -0.0353
H -3.325 0.224 4.179 0.0244 0.0645 0.0208
H -5.714 0.145 -2.007 -0.0150 0.0183 -0.0169
H -5.635 0.344 -4.418 0.0154 0.0050 0.0165
H -3.462 0.451 -5.615 -0.0083 -0.0155 0.0457
H -1.355 0.343 -4.293 -0.0346 0.0033 0.0310
H -1.439 0.130 -1.905 0.2312 0.0002 0.0364
F -0.208 -2.769 -5.760 0.0003 0.0006 0.0009
C -0.127 -2.704 -4.410 0.0016 -0.0005 -0.0772
C -1.253 -2.952 -3.657 -0.1131 0.0006 0.1247
C -1.167 -2.867 -2.275 -0.0896 -0.0180 -0.0760
C 0.032 -2.555 -1.618 0.0237 -0.1062 0.1231
C 0.106 -2.430 -0.137 0.0251 -0.0145 -0.2698
C 1.147 -2.325 -2.434 0.0120 0.1015 -0.1748
C 1.078 -2.392 -3.824 0.1205 0.0356 0.1721
H -2.186 -3.200 -4.149 0.0290 0.0122 0.0194
H -2.054 -3.059 -1.681 0.0074 -0.0226 -0.0076
H 1.030 -2.885 0.232 0.0537 0.0336 0.0601
H -0.728 -2.960 0.327 -0.0369 0.0365 0.0939
H 2.105 -2.114 -1.969 0.0109 -0.0015 -0.0229
H 1.948 -2.217 -4.444 -0.0170 -0.0022 0.0230

---

[2]
56
Properties=species:S:1:pos:R:3:forces:R:3 method="wB97M-V/def2-TZVPD" multiplicity=2 total_charge=+2 orbital_gap_ev="7.50 / 6.13" homo_energy_ev="-14.343 / -14.335"
Ru 0.131 0.075 -0.126 -3.5629 -0.6872 1.3024
C -5.207 -0.331 1.350 -0.1712 -0.1053 0.1890
N -4.097 -0.230 0.409 0.1845 0.1061 0.0230
C -4.194 0.116 -0.905 0.1318 -0.0181 -0.2107
C -2.919 0.134 -1.399 0.0224 0.0740 -0.1941
N -2.062 -0.192 -0.395 1.7312 0.2579 0.9365
C -2.787 -0.400 0.698 -0.2190 -0.3161 0.0169
P -2.185 -1.095 2.278 0.3836 0.2433 -0.3910
C -0.990 -2.253 1.523 -0.1298 -0.1098 0.1395
N -0.064 -1.993 0.603 0.5554 1.2849 -0.2888
C 0.572 -3.162 0.319 0.0654 -0.0884 -0.0411
C 0.018 -4.154 1.079 0.0921 0.0208 -0.1049
N -0.958 -3.572 1.829 0.0549 0.0610 -0.0956
C -1.825 -4.270 2.770 -0.1876 -0.0719 0.1774
C -0.965 0.193 2.729 -0.0226 -0.1692 0.2000
N 0.089 0.577 2.014 -0.5358 -0.2738 -1.7443
C 0.820 1.430 2.786 0.1462 0.0593 0.0171
C 0.196 1.566 3.993 0.1708 0.0529 -0.1021
N -0.918 0.782 3.946 0.0416 0.0232 -0.1639
C -1.903 0.642 5.013 -0.2043 -0.1018 0.1886
H -6.115 0.017 0.868 0.0335 0.0135 -0.0550
H -5.352 -1.361 1.670 0.0226 -0.0002 -0.0533
H -5.015 0.290 2.223 -0.0027 0.0294 -0.0405
H -5.135 0.296 -1.396 -0.0206 0.0042 0.0677
H -2.579 0.321 -2.405 -0.0491 0.0445 0.0014
H 1.371 -3.225 -0.399 0.0061 -0.0071 0.0196
H 0.245 -5.205 1.135 -0.0349 0.0064 0.0305
H -1.542 -5.318 2.795 0.0330 0.0084 -0.0304
H -1.724 -3.857 3.771 0.0655 0.0113 -0.0234
H -2.866 -4.197 2.458 0.0271 -0.0162 -0.0466
H 1.764 1.836 2.462 -0.0191 0.0277 0.0405
H 0.464 2.147 4.859 -0.0308 -0.0446 0.0244
H -1.621 1.282 5.844 0.0549 0.0323 -0.0425
H -2.888 0.941 4.659 0.0306 0.0351 -0.0049
H -1.947 -0.386 5.367 0.0563 0.0016 -0.0329
F 2.974 4.860 -2.873 0.0026 -0.0029 0.0726
C 1.757 4.886 -2.377 -0.1346 -0.0364 -0.1812
C 0.891 3.650 -2.381 -0.0207 0.1719 0.1611
F 1.064 2.815 -3.434 -0.0027 -0.0905 0.0472
C 0.956 2.851 -1.026 -0.1282 0.4571 -0.0204
F 1.796 1.785 -1.012 0.6912 0.0785 -0.1064
C -1.121 3.372 -0.035 0.0563 0.1428 0.4771
S -2.217 2.924 1.234 -0.1188 0.0862 -0.1595
C -0.189 5.332 -1.206 0.2756 -0.0733 -0.0185
F -1.157 6.272 -1.060 -0.0359 -0.0541 0.0587
C 1.130 5.855 -1.723 -0.1883 -0.0430 -0.1302
F 1.554 7.056 -1.412 0.0790 -0.0467 0.0990
I -1.420 4.942 -4.035 0.1689 -0.1690 0.3082
C -0.535 4.230 -2.235 -0.1041 0.1287 -0.2433
C -0.050 4.490 0.115 -0.1044 0.1676 -0.1610
N 1.214 3.771 0.035 0.2420 0.0012 -0.0788
N -0.420 2.303 -0.814 1.0154 -0.8717 0.4230
C -1.353 3.182 -1.501 -0.2340 -0.1692 -0.3083
H -0.137 5.103 1.006 -0.0249 -0.0359 0.0233
H 1.490 3.324 0.900 -0.1396 -0.0632 -0.0217
H -2.258 2.761 -1.914 -0.0136 0.0338 0.0504

---

[3]
43
Properties=species:S:1:pos:R:3:forces:R:3 method="wB97M-V/def2-TZVPD" total_charge=0 orbital_gap_ev=8.92 homo_energy_ev=-8.841
O 1.115 -1.789 2.325 -0.2304 -0.2392 0.1071
C 2.044 -1.239 1.779 0.3916 0.4366 -0.2049
C 2.342 0.249 1.934 -0.2693 -0.0115 0.2301
C 1.539 0.874 3.081 0.1106 0.0726 0.0905
C 0.854 2.163 2.675 0.3235 -0.1949 0.3999
O 1.096 3.208 3.238 -0.0206 -0.0110 -0.0864
C -0.104 2.090 1.546 -0.4506 0.2853 -0.4181
C -0.441 3.280 0.898 0.1737 -0.1184 0.1299
C -1.321 3.284 -0.162 -0.0509 -0.0984 -0.0419
C -1.907 2.097 -0.600 0.2216 -0.0471 0.2883
C -2.847 2.094 -1.729 -0.1982 -0.0052 -0.2431
C -2.598 2.866 -2.861 0.0138 -0.0416 0.0905
C -3.480 2.858 -3.926 -0.0380 0.0565 -0.0815
C -4.629 2.087 -3.873 -0.0418 0.0009 -0.0513
C -4.889 1.319 -2.750 -0.0722 -0.0579 -0.0516
C -4.004 1.319 -1.687 0.0844 0.0470 0.0248
C -1.584 0.911 0.060 -0.1166 0.0871 -0.1371
C -0.694 0.901 1.114 0.1435 0.2032 0.1764
N 2.920 -1.856 0.936 0.3238 0.0963 -0.1903
C 2.934 -3.189 0.517 -0.1315 -0.5141 -0.0771
C 2.019 -4.148 0.944 -0.0309 0.0543 0.0435
C 2.138 -5.437 0.453 0.1965 0.1062 -0.1210
C 3.158 -5.725 -0.441 -0.2411 -0.2621 0.1092
N 4.031 -4.818 -0.849 0.3073 -0.0597 -0.2575
C 3.922 -3.591 -0.385 -0.1713 0.2647 0.2158
H 2.081 0.726 0.984 0.0964 -0.0519 -0.0113
H 3.412 0.391 2.093 -0.0016 0.0093 -0.0698
H 0.780 0.156 3.405 0.0437 0.0259 -0.0215
H 2.185 1.088 3.933 -0.1113 0.0352 -0.0467
H 0.008 4.198 1.248 0.0149 0.0617 0.0391
H -1.579 4.216 -0.644 -0.0275 0.0787 -0.0445
H -1.695 3.457 -2.915 0.0793 0.0456 0.0027
H -3.270 3.456 -4.801 0.0212 0.0369 -0.0655
H -5.319 2.084 -4.703 -0.0533 -0.0002 -0.0634
H -5.786 0.719 -2.701 -0.0692 -0.0372 0.0096
H -4.221 0.731 -0.807 -0.0141 -0.0481 0.0813
H -2.024 -0.018 -0.273 -0.0387 -0.0773 -0.0333
H -0.476 -0.035 1.604 0.0837 -0.1390 0.0710
H 3.653 -1.287 0.534 -0.1773 0.0127 0.1510
H 1.240 -3.885 1.641 0.0015 0.0147 0.0034
H 1.446 -6.204 0.763 -0.0495 -0.0725 0.0176
H 3.290 -6.717 -0.850 -0.0692 -0.1185 0.0184
H 4.659 -2.883 -0.748 0.0442 0.1745 0.0177

---

[4]
45
Properties=species:S:1:pos:R:3:forces:R:3 method="wB97M-V/def2-TZVPD" total_charge=0 orbital_gap_ev=8.56 homo_energy_ev=-8.987
O 3.162 2.219 1.195 0.1415 0.2828 -0.0534
C 3.223 1.082 0.767 -0.0323 -0.1000 0.0948
C 4.512 0.492 0.291 0.3202 0.0768 0.0250
C 5.171 1.074 -0.784 -0.1380 -0.0194 0.0820
C 6.395 0.579 -1.200 0.0339 0.0049 -0.0548
C 6.974 -0.487 -0.533 0.0592 -0.0187 -0.0186
C 6.331 -1.057 0.554 0.0313 -0.0663 0.0417
C 5.102 -0.572 0.965 -0.0714 0.1193 -0.0509
N 2.138 0.265 0.733 -0.1409 -0.0740 0.1194
C 2.051 -0.993 0.029 -0.0410 -0.2138 -0.4570
C 1.118 -0.840 -1.178 0.1998 -0.4316 0.0354
N -0.167 -0.329 -0.756 0.2297 -0.0093 -0.0215
C -1.272 -1.081 -0.924 -0.0721 0.1055 0.0268
O -1.241 -2.226 -1.337 -0.1298 -0.2787 -0.0304
C -2.588 -0.433 -0.609 -0.4251 -0.3065 0.1594
C -3.487 -1.038 0.199 0.5366 0.2853 -0.3566
C -4.790 -0.479 0.386 -0.2643 0.4543 -0.2025
C -5.761 -1.037 1.226 0.0785 0.1480 -0.1449
C -6.997 -0.445 1.346 -0.0876 -0.0645 0.0897
C -7.291 0.714 0.631 0.1112 -0.0498 -0.0123
C -6.353 1.283 -0.203 0.2851 0.0114 -0.1369
C -5.099 0.689 -0.330 -0.4523 -0.5303 0.5911
O -4.202 1.271 -1.159 -0.1202 0.2504 -0.1373
C -2.946 0.776 -1.358 0.4865 0.1167 -0.2307
O -2.220 1.359 -2.123 -0.3005 -0.1885 0.2415
C -0.087 0.928 -0.053 0.0630 0.1985 0.3362
C 0.851 0.773 1.152 -0.2234 0.4074 0.0435
H 4.720 1.915 -1.289 -0.0334 0.0988 -0.0334
H 6.899 1.029 -2.041 0.0381 0.0347 -0.0687
H 7.931 -0.871 -0.854 0.0745 -0.0295 -0.0263
H 6.787 -1.880 1.083 0.0402 -0.0575 0.0453
H 4.602 -1.009 1.818 -0.0607 -0.0594 0.0691
H 1.643 -1.751 0.709 0.0528 -0.0050 -0.0705
H 3.038 -1.309 -0.304 -0.1495 -0.0156 0.0463
H 1.558 -0.137 -1.894 0.0162 -0.0242 0.0192
H 0.954 -1.803 -1.662 0.0674 0.1458 0.0276
H -3.227 -1.953 0.712 0.0722 -0.1160 -0.0130
H -5.521 -1.937 1.772 0.0201 -0.1001 0.0626
H -7.743 -0.879 1.993 -0.0555 -0.0427 0.0558
H -8.263 1.171 0.730 -0.0788 0.0535 -0.0035
H -6.563 2.178 -0.766 -0.0255 0.1074 -0.0662
H 0.301 1.696 -0.731 -0.0656 0.0014 0.0621
H -1.073 1.236 0.293 0.0970 0.0089 -0.0284
H 0.413 0.074 1.873 -0.0125 0.0409 -0.0348
H 1.016 1.740 1.631 -0.0747 -0.1513 -0.0218

---

The following calculated total energy values (in eV) correspond, in order, to the records above: -79865.5824 -78366.6622 -29145.2106 -33240.4326.
The following energy relative to the best compared isomer or geometry (same formula, charge and spin) values (in eV) correspond, in order, to the records above: 0.278 3.381 0.027 0.764.